## A
This record from the Open Molecules 2025 dataset describes the molecule C19H23NO5. The level of theory is the ωB97M-V functional and the def2-TZVPD basis.

The calculation puts the molar mass at 345.4 g/mol. As for the spin multiplicity: 1. The LUMO energy comes out at 0.082 eV.

Last column: natural (NBO) charge in e.
Atoms and positions in Å:
C: 2.6118 0.7039 -6.1729  -0.60
C: 2.5713 -0.4209 -5.1460  -0.40
C: 3.0425 0.0572 -3.7752  -0.38
C: 3.0272 -1.0656 -2.7265  -0.44
C: 1.6317 -1.5215 -2.4292  0.11
C: 1.1466 -2.6662 -2.9617  -0.35
C: -0.2081 -3.1292 -2.7471  0.74
O: -0.6814 -4.1417 -3.1997  -0.56
O: -1.0106 -2.3372 -1.9644  -0.47
C: -0.5586 -1.1936 -1.4080  0.43
C: -1.4576 -0.4829 -0.6253  -0.32
C: -1.0702 0.6999 -0.0080  0.34
O: -2.0266 1.3138 0.7350  -0.49
C: -1.7002 2.5009 1.4243  -0.17
C: -0.6319 2.3515 2.5140  0.66
O: 0.2732 3.1617 2.5985  -0.63
N: -0.7426 1.2946 3.3399  -0.43
C: -1.8361 0.3427 3.3655  -0.23
C: -2.0162 -0.1707 4.8065  -0.08
O: -1.8023 0.8657 5.7291  -0.52
C: -0.4521 1.2912 5.7595  -0.07
C: 0.2330 1.1174 4.3955  -0.26
C: 0.2375 1.1653 -0.1757  -0.33
C: 1.1232 0.4572 -0.9552  -0.14
C: 0.7579 -0.7313 -1.5959  -0.21
H: 1.9640 1.5228 -5.8677  0.20
H: 2.2775 0.3462 -7.1435  0.21
H: 3.6237 1.0894 -6.2790  0.20
H: 3.2093 -1.2413 -5.4821  0.19
H: 1.5517 -0.8039 -5.0683  0.20
H: 2.4042 0.8789 -3.4446  0.20
H: 4.0628 0.4379 -3.8607  0.21
H: 3.6060 -1.9093 -3.1058  0.22
H: 3.5044 -0.7123 -1.8108  0.22
H: 1.7528 -3.2999 -3.5898  0.23
H: -2.4620 -0.8518 -0.5000  0.24
H: -1.3562 3.2815 0.7349  0.21
H: -2.6364 2.8352 1.8829  0.22
H: -1.6318 -0.4986 2.6915  0.20
H: -2.7534 0.8332 3.0385  0.21
H: -3.0431 -0.5069 4.9572  0.21
H: -1.3400 -1.0136 5.0079  0.16
H: -0.4817 2.3441 6.0486  0.19
H: 0.1022 0.7268 6.5240  0.17
H: 0.6723 0.1184 4.3038  0.19
H: 1.0145 1.8656 4.2613  0.26
H: 0.5706 2.0717 0.3021  0.24
H: 2.1269 0.8349 -1.0646  0.22

## B
This record from the Open Molecules 2025 dataset describes the molecule C19H23NO5. The level of theory is the ωB97M-V functional and the def2-TZVPD basis.

The calculation puts the molar mass at 345.4 g/mol. As for the spin multiplicity: 1. The LUMO energy comes out at 0.541 eV.

Last column: natural (NBO) charge in e.
Atoms and positions in Å:
C: -3.0940 -0.0401 -1.1446  -0.61
C: -3.2676 -1.1681 -0.1334  -0.41
C: -1.9860 -1.9806 0.1340  0.13
C: -2.2679 -3.0312 1.2127  -0.62
C: -1.4730 -2.6639 -1.1327  -0.62
N: -0.9274 -1.0887 0.5997  -0.64
C: -0.9809 -0.3155 1.6892  0.69
O: -1.8769 -0.2730 2.5042  -0.63
C: 0.2441 0.6209 1.7997  0.00
O: 1.4023 -0.1004 1.3837  -0.50
C: 2.5322 0.6083 1.2255  0.76
O: 2.6564 1.7741 1.4959  -0.56
C: 3.5849 -0.2519 0.6710  0.13
C: 3.5578 -1.5744 0.2960  -0.23
C: 4.8482 -1.8695 -0.1844  -0.33
C: 5.5611 -0.7097 -0.0682  0.12
O: 4.8098 0.2645 0.4430  -0.36
C: -0.0668 1.8390 0.9632  -0.11
C: -0.6660 2.9303 1.5715  -0.11
C: -1.0140 4.0539 0.8438  -0.25
C: -0.7494 4.0945 -0.5112  -0.19
C: -0.1532 3.0146 -1.1392  -0.29
C: 0.1806 1.8763 -0.4175  0.31
O: 0.7459 0.7592 -0.9822  -0.53
C: 1.1262 0.8031 -2.3352  -0.25
H: -2.3006 0.6361 -0.8336  0.21
H: -2.8637 -0.4247 -2.1357  0.19
H: -4.0146 0.5344 -1.2130  0.22
H: -4.0456 -1.8517 -0.4776  0.20
H: -3.5885 -0.7404 0.8170  0.23
H: -3.0468 -3.7123 0.8807  0.21
H: -2.5919 -2.5414 2.1260  0.24
H: -1.3677 -3.6032 1.4260  0.21
H: -1.1738 -1.9303 -1.8768  0.21
H: -2.2500 -3.2931 -1.5585  0.22
H: -0.6137 -3.2893 -0.8993  0.21
H: -0.1292 -0.9585 -0.0047  0.43
H: 0.3593 0.9242 2.8468  0.22
H: 2.7183 -2.2339 0.3683  0.24
H: 5.2007 -2.8075 -0.5616  0.23
H: 6.5786 -0.4725 -0.3108  0.21
H: -0.8617 2.8901 2.6319  0.21
H: -1.4799 4.8933 1.3354  0.22
H: -1.0042 4.9678 -1.0925  0.21
H: 0.0435 3.0676 -2.1981  0.22
H: 1.8384 1.6108 -2.5264  0.19
H: 1.6083 -0.1536 -2.5348  0.20
H: 0.2582 0.9160 -2.9935  0.18

The least stable of them is A.

## A
This record from the Open Molecules 2025 dataset describes a cluster of 4 separate species, C5H20N2O3 in total. The level of theory is the ωB97M-V functional and the def2-TZVPD basis.

The calculation puts the molar mass at 156.2 g/mol. As for the spin multiplicity: 1. The LUMO energy comes out at 0.186 eV.

Last column: natural (NBO) charge in e.
Atoms and positions in Å:
C: 0.8412 1.0858 0.6238  -0.43
N: 0.0287 -0.1059 0.3402  -0.66
C: 0.6567 -1.1607 -0.4525  -0.22
C: -0.2909 -1.6750 -1.5467  -0.40
C: -0.9669 -0.5042 -2.3778  -0.42
C: -0.1546 -0.3193 -3.6995  -0.22
N: -1.0314 0.0952 -4.8719  -0.85
H: 1.0961 1.3048 1.6505  0.18
H: 1.8201 1.2399 0.1501  0.20
H: 0.1084 1.8122 0.2099  0.20
H: -0.3851 -0.5394 1.1554  0.36
H: 1.1298 -1.9615 0.1098  0.19
H: 1.4852 -0.6591 -1.0054  0.18
H: -1.0987 -2.1897 -1.0272  0.20
H: 0.2812 -2.2173 -2.2921  0.20
H: -0.9395 0.3445 -1.6995  0.23
H: -1.9260 -0.8871 -2.7205  0.20
H: 0.6155 0.4322 -3.7118  0.19
H: 0.2034 -1.3115 -3.9526  0.17
H: -0.8646 -0.6566 -5.5305  0.35
H: -2.0320 0.0939 -4.7231  0.35
O: 2.6514 0.4623 4.1402  -0.96
H: 1.7015 0.2596 4.1907  0.49
H: 2.7695 1.1540 3.4569  0.46
O: -1.2382 2.0999 4.0546  -0.96
H: -2.0192 1.8203 4.5278  0.49
H: -1.4534 2.5751 3.2381  0.49
O: 0.0072 -0.3721 4.0608  -0.98
H: -0.2018 0.5820 3.9477  0.50
H: -0.7937 -0.8023 3.7545  0.47

## B
This record from the Open Molecules 2025 dataset describes a cluster of 4 separate species, C5H20N2O3 in total. The level of theory is the ωB97M-V functional and the def2-TZVPD basis.

The calculation puts the molar mass at 156.2 g/mol. As for the spin multiplicity: 1. The LUMO energy comes out at 0.527 eV.

Last column: natural (NBO) charge in e.
Atoms and positions in Å:
C: -1.1558 -0.9050 1.7367  -0.66
C: -0.4434 0.4503 1.9149  -0.24
N: -0.9435 1.7112 1.3476  -0.62
C: -0.6644 2.0576 -0.0808  -0.22
C: -1.4497 1.3478 -1.1884  -0.44
C: -0.9478 -0.0649 -1.4711  -0.23
N: 0.5041 -0.0224 -1.7592  -0.87
H: -0.3839 -1.5523 1.3168  0.22
H: -1.3873 -1.3077 2.7210  0.22
H: -2.0200 -0.8299 1.0878  0.20
H: -0.2258 0.7504 2.9446  0.20
H: 0.6003 0.3708 1.5985  0.19
H: -1.9365 1.7662 1.5520  0.34
H: -0.9886 3.0959 -0.0423  0.20
H: 0.4057 1.9208 -0.1334  0.19
H: -2.4698 1.3344 -0.7913  0.21
H: -1.4401 1.9431 -2.0976  0.21
H: -1.1677 -0.8083 -0.7239  0.19
H: -1.5535 -0.5253 -2.2685  0.18
H: 0.8531 -0.9669 -1.6826  0.36
H: 0.6079 0.3268 -2.7045  0.36
O: 3.0548 1.3869 -0.1346  -0.92
H: 2.3334 1.8678 -0.5550  0.48
H: 2.9320 0.5069 -0.4878  0.45
O: -0.8953 -3.4318 -1.1149  -0.92
H: 0.0176 -3.1424 -1.2407  0.46
H: -1.1829 -2.7933 -0.4513  0.46
O: 2.0753 -1.6058 0.8599  -0.94
H: 2.4160 -1.4696 1.7440  0.48
H: 2.2579 -0.7942 0.3783  0.46

The least stable of them is A.